Below is C28H46BrN3P2SSn as an isolated structure, with properties calculated with ωB97M-V/def2-TZVPD.

Summary:
E_tot	-139523.3659	eV
net charge	+2
E_LUMO (alpha / beta)	-8.721 / -8.615	eV
ΔE to the lowest compared entry with this formula, charge and spin	9.9	kcal per mole

Element x y z (Å)
1 N 9.607 -1.663 3.368
2 C 8.978 -0.866 4.228
3 C 7.628 -0.500 4.040
4 C 6.934 -0.934 2.875
5 C 7.686 -1.697 1.953
6 C 8.993 -2.097 2.268
7 C 5.533 -0.630 2.579
8 Sn -0.942 0.364 0.180
9 P -4.820 -2.579 -0.478
10 C 4.887 -0.945 1.414
11 C 3.489 -0.654 1.232
12 C 2.631 -1.626 0.665
13 C 1.251 -1.505 0.857
14 C 0.759 -0.317 1.409
15 C 1.577 0.643 1.989
16 C 2.964 0.529 1.811
17 Br -3.504 1.281 0.586
18 H 4.993 -0.127 3.399
19 H 5.408 -1.511 0.637
20 H 7.166 0.139 4.778
21 H 7.269 -1.951 0.997
22 H 9.555 -0.505 5.093
23 H 9.533 -2.774 1.596
24 H 3.075 -2.494 0.154
25 H 3.638 1.331 2.142
26 H 0.596 -2.302 0.512
27 H 1.192 1.508 2.532
28 P 0.052 0.903 -2.142
29 C -4.142 -2.371 1.197
30 C -4.815 -3.447 2.067
31 H -4.363 -1.340 1.525
32 H -3.050 -2.508 1.114
33 H -4.655 -3.233 3.124
34 H -5.893 -3.479 1.876
35 H -4.403 -4.441 1.851
36 C -3.498 -3.496 -1.350
37 C -4.148 -4.267 -2.506
38 H -3.028 -4.178 -0.620
39 H -2.762 -2.749 -1.690
40 H -3.439 -4.982 -2.928
41 H -5.031 -4.816 -2.158
42 H -4.457 -3.581 -3.305
43 C -4.919 -0.974 -1.329
44 C -6.268 -0.299 -1.069
45 H -4.773 -1.188 -2.404
46 H -4.090 -0.315 -0.960
47 H -6.269 0.694 -1.520
48 H -7.067 -0.894 -1.520
49 H -6.488 -0.183 0.000
50 C -0.840 2.279 -2.942
51 C -0.133 2.979 -4.108
52 H -1.071 2.993 -2.129
53 H -1.795 1.846 -3.290
54 H 0.553 3.764 -3.757
55 H 0.412 2.286 -4.763
56 H -0.900 3.474 -4.718
57 C -0.476 -0.696 -2.872
58 C 0.629 -1.735 -3.096
59 H -0.994 -0.445 -3.816
60 H -1.235 -1.118 -2.177
61 H 1.433 -1.348 -3.733
62 H 1.074 -2.088 -2.147
63 H 0.182 -2.608 -3.593
64 C 1.867 1.036 -2.274
65 C 2.483 2.388 -1.918
66 H 2.114 0.750 -3.312
67 H 2.286 0.253 -1.614
68 H 3.504 2.226 -1.544
69 H 2.560 3.046 -2.795
70 H 1.934 2.922 -1.128
71 S -0.176 2.848 0.841
72 C -1.534 3.691 1.443
73 N -2.241 3.350 2.550
74 C -3.502 4.080 2.601
75 C -3.327 5.167 1.550
76 N -2.093 4.773 0.883
77 H -2.209 2.392 2.881
78 H -3.636 4.520 3.596
79 H -4.344 3.419 2.383
80 H -3.198 6.127 2.050
81 H -4.156 5.245 0.841
82 H -1.741 5.213 0.038